1.
182
Properties=species:S:1:pos:R:3:lowdin_charge:R:1 method="wB97M-V/def2-TZVPD" gap_ha=0.3427
C 3.26998 2.60615 -2.23254 -0.031
C -2.71909 0.57073 -8.31470 0.029
H -6.08937 -1.15604 2.45307 0.095
H -5.83098 -1.63783 4.16137 0.098
O -5.64922 5.85234 -2.28916 0.129
O -0.61391 -0.66640 -8.43070 0.105
H -1.74152 -6.38139 2.00040 0.087
N -3.48492 2.78868 1.87426 -0.176
C -3.80367 -3.06451 3.45114 -0.329
C 3.19925 -0.12765 4.53007 0.046
H -2.60442 -6.48536 0.44264 0.088
H 3.35989 1.75213 -2.90071 0.063
O 4.13099 -5.20939 1.01643 -0.008
H -0.32024 0.90445 -4.39383 0.057
H -0.25171 7.18237 1.96773 0.103
H 0.54115 -2.07433 4.95365 0.063
H -2.29279 -1.58255 2.00619 0.065
H 4.70933 -6.80556 2.16615 0.128
C -0.92337 5.01102 0.40751 -0.075
H 0.99628 -0.61913 8.64364 0.077
H 2.11978 -6.58150 1.40447 0.062
N 3.31391 2.06771 -0.88253 -0.186
H 3.22926 -1.14650 8.18814 0.108
C -0.49492 5.11151 4.55472 -0.028
H -1.70856 4.64509 1.10761 0.085
H 0.72802 -0.12999 -2.46783 0.067
C 4.00328 -3.77493 -6.28712 -0.229
N -1.08982 6.35792 0.17506 -0.205
H -3.85721 7.94450 -1.18980 0.087
H 2.06850 -0.65574 -1.55557 0.078
C -0.66143 -4.27028 -5.25314 -0.498
H 2.71746 0.67422 4.02042 0.062
H 5.73317 -3.03198 -7.42052 0.092
H 0.50484 -1.79633 7.40143 0.053
H 4.36080 -3.57966 -8.43655 0.071
O -1.00592 8.08728 -1.35346 -0.013
C -0.04555 1.19711 -0.46630 -0.355
C 4.44284 1.28508 -0.48614 -0.040
O 4.41456 -3.10059 -5.11554 0.007
C -1.13016 7.28337 1.29237 -0.031
C -1.36663 0.08927 -7.87931 -0.514
C -0.41320 -1.86013 4.52685 -0.022
C -1.02763 6.87798 -1.05617 -0.329
H 0.54747 2.17982 -5.35042 0.086
H -5.13912 -0.11229 3.50044 0.087
H 0.96355 0.23221 1.56531 0.050
H -4.51919 -3.46832 4.16243 0.138
H -2.38938 2.97314 3.57270 0.129
H -4.44817 3.73458 -2.88161 0.128
C -1.30391 -4.84803 0.56608 -0.221
H 4.92829 -3.74357 -0.75448 0.096
C -2.23828 -5.80293 1.22168 -0.080
H 2.39879 -7.30711 3.06524 0.107
H 1.48140 0.87075 -4.61393 0.066
H -5.28812 3.80007 2.57892 0.083
H 0.74454 -6.93424 -2.03271 0.086
H 1.78754 3.28574 -0.34986 0.128
H 2.94086 -3.84283 -6.45249 0.113
C 2.83850 -0.27572 6.00759 -0.509
H -3.97705 5.08070 -3.95460 0.127
C -0.81755 -2.36142 -3.89654 -0.276
O -0.46121 -5.71329 -0.22468 -0.008
C 2.48083 2.53582 0.06429 -0.359
H 3.41529 -2.79765 -0.61871 0.075
H -4.21437 4.68755 1.50097 0.086
C -1.87447 -1.29875 -3.75942 -0.044
H -3.53460 3.37383 -0.08079 0.067
H -1.29404 0.57467 6.72493 0.087
C -2.37919 3.70716 -3.52087 -0.067
C -4.58448 6.03362 -1.81028 -0.563
N 0.44785 -0.05528 -0.38329 -0.129
H -0.14390 1.62736 0.51103 0.098
H -2.88726 0.01736 -9.24134 0.094
H -3.42188 0.35056 -7.52325 0.085
H 4.27177 -2.07618 -7.53672 0.084
O -3.33321 -0.68289 6.21533 0.010
H 4.41324 -4.78906 -6.17585 0.129
H 0.35986 0.17128 6.09778 0.064
O -0.94092 0.75060 -6.73991 -0.032
H 4.20520 3.15068 -2.41595 0.090
C -2.48223 -1.44559 5.78330 -0.340
H -0.91952 6.08702 -1.81452 0.131
H -0.99644 4.45867 -0.51111 0.077
H -0.22211 -1.01197 1.39277 0.071
H -2.64258 -2.48419 5.57110 0.106
C -4.24877 3.92792 2.32256 -0.058
H -1.05403 -3.99398 -7.37601 0.108
C 0.69570 -0.58068 0.95300 -0.019
N -4.16664 -1.84442 2.90673 -0.174
O -1.05374 -2.98149 -5.09852 -0.012
C 3.90736 -3.92071 1.16296 -0.580
H 2.39471 3.24836 -2.41239 0.102
H -2.72258 1.85649 0.05008 0.085
O 0.88221 -3.96386 -0.53661 0.047
H 0.77386 -2.39567 8.90277 0.072
O 2.65274 -1.60841 6.32181 -0.049
O 2.82532 0.63154 6.80269 0.093
H 1.90939 -5.60048 2.72601 0.076
H 4.52082 0.44464 -1.19656 0.071
H 5.37457 1.89072 -0.58921 0.113
C 4.62276 -3.12359 -7.50077 -0.065
C 0.54799 -5.11747 -0.81676 -0.519
H -2.02667 7.18241 1.88239 0.079
H 4.34817 -5.41601 3.09425 0.108
H -0.35705 -1.19560 3.64763 0.084
H -5.22292 7.49323 -0.32708 0.081
N 0.80834 4.44609 4.82644 -0.177
O -2.76547 -3.64373 3.22947 -0.013
C -0.89417 -4.81063 -6.61935 0.030
H 3.05616 -1.08966 4.10115 0.062
C 1.13866 -1.61247 8.25855 -0.053
C 0.33171 0.33133 -6.26334 -0.276
H -1.11184 8.28626 0.88891 0.083
O 1.05859 5.79588 6.63981 -0.006
H -0.37316 6.16694 4.84102 0.091
H -2.08474 -0.94848 -2.74001 0.085
O 3.40258 -3.48203 2.16518 0.089
H -3.09030 -5.28767 1.65219 0.054
H 0.69537 -1.73625 -1.59532 0.060
N -1.16111 -1.14994 5.56695 -0.177
C -4.32020 7.07274 -0.73498 0.026
C -3.32840 -1.26089 1.81778 -0.002
H -3.42742 -0.17065 1.83227 0.061
C 0.52352 1.14296 -5.04547 -0.074
C -3.58953 2.41266 0.45552 -0.029
H -1.28574 4.72657 5.18416 0.081
H 1.90652 -5.74096 -2.47008 0.059
C -0.72129 0.23959 5.86053 -0.023
H 1.18148 0.53587 -6.93383 0.135
H -1.76205 -5.47136 -6.58472 0.094
H 2.39319 3.35779 4.12855 0.084
H 5.38006 -1.34919 -3.92445 0.099
H -0.84003 5.00122 3.53202 0.052
C 4.34942 -1.41148 -3.61144 0.033
C 1.38546 3.60144 3.86092 -0.084
H -0.72223 -4.21883 1.26680 0.124
H -0.98011 -2.97221 -3.00251 0.120
H -4.53062 1.94593 0.09817 0.102
H -2.80536 -1.74507 -4.10651 0.085
H 0.81121 2.71874 3.57673 0.077
O -3.47529 5.28558 -1.97740 -0.046
C 4.30126 -3.15846 -0.05306 0.014
H 0.42222 -0.72753 -6.04448 0.097
C 2.55195 -1.83471 7.71317 -0.226
H -1.93166 3.15726 -2.70548 0.041
H 4.27142 0.06422 4.50202 0.097
H -3.61400 6.72736 0.05756 0.070
O 2.65357 -1.73897 -5.29101 0.096
H -0.02630 -5.42387 -6.82812 0.085
C 2.55817 -6.41014 2.38867 -0.069
H -1.60353 4.39412 -3.94137 0.098
H -1.67033 -0.45620 -4.42540 0.053
H 3.83677 -0.42918 -3.41560 0.081
H 2.40764 4.36577 6.11828 0.133
H -3.73549 4.40234 3.20086 0.097
H 0.03295 4.77153 0.93356 0.100
H -2.76466 2.97792 -4.25167 0.090
C 1.47322 4.89077 5.92331 -0.323
H -3.60644 -1.66645 0.82673 0.097
H -0.95689 -2.79431 4.36911 0.075
H 1.47820 -1.33863 0.87654 0.093
H 4.25680 -1.94229 -2.66535 0.068
H 1.39144 4.20154 2.95166 0.074
O -0.29937 1.80977 -1.51144 -0.033
O -1.56575 1.55194 2.33414 -0.015
H 0.18480 -1.98126 -3.94078 0.099
O 2.52134 2.24593 1.23961 0.014
H 2.09417 -6.62960 -0.92886 0.098
C -3.63213 4.42340 -3.15466 -0.218
C -2.40915 2.39821 2.60883 -0.339
C 3.65497 -2.11134 -4.70666 -0.548
H 2.79092 -2.93830 7.81702 0.143
C -5.34692 -1.16985 3.28636 -0.091
C 3.97362 -5.98625 2.27391 -0.187
H -2.55737 1.65290 -8.40679 0.100
H 4.29800 0.77140 0.43030 0.075
O -0.20752 -4.85738 -4.28487 0.083
C 0.97272 -0.70555 -1.58015 -0.016
H 4.91368 -2.29406 0.15285 0.077
H -0.87295 0.98371 5.00803 0.096
H -1.84938 -4.15699 -0.12222 0.137
C 1.36471 -6.12084 -1.63953 0.027

=====

2.
93
Properties=species:S:1:pos:R:3:lowdin_charge:R:1 method="wB97M-V/def2-TZVPD" spin_multiplicity=5 de_lowest_kcal_mol=0.0 gap_ha="0.2615 / 0.2308" charge=+1 s2=6.02
H 7.96275 14.91074 12.60612 0.109
C 12.33665 10.91718 18.49034 -0.030
H 11.90187 11.33139 21.74697 0.080
C 14.03556 15.49538 16.55374 -0.044
H 11.04327 13.47268 21.09461 0.115
H 13.92716 10.87530 12.34470 0.071
C 8.87430 9.64306 20.15696 -0.166
H 8.31866 11.12886 23.13886 0.092
C 6.30128 14.93558 15.51627 -0.068
N 11.16054 11.75354 15.72795 0.298
H 12.88074 9.70436 20.19940 0.101
C 11.38294 12.77302 20.33523 -0.044
C 9.26390 8.41992 19.52472 -0.032
C 13.43837 14.22273 16.78277 -0.024
N 7.32087 7.40741 12.19690 0.051
H 13.68125 17.42602 15.59421 0.119
H 10.70274 14.31574 14.89966 0.096
H 6.57833 13.33245 17.01763 0.108
H 7.40246 6.41230 12.30978 0.152
C 12.25158 13.79212 16.20376 -0.210
C 5.87621 7.53877 8.29499 -0.067
C 9.18565 9.43781 17.24387 -0.314
O 9.30320 12.71811 13.54402 -0.206
C 7.86573 8.13995 13.14181 -0.792
C 11.31308 13.02467 18.95557 -0.035
C 9.21142 12.82488 12.11515 -0.061
C 7.64672 7.86975 9.83983 -0.008
H 8.94088 7.91668 14.89710 0.058
H 13.93906 13.47627 17.47591 0.140
C 11.53281 8.81332 10.50158 -0.114
H 15.03233 15.67513 16.95226 0.107
H 10.85825 13.99513 18.65524 0.144
H 12.66245 9.06983 15.34453 0.094
H 7.95409 7.98336 7.76591 0.108
H 11.95133 7.85553 10.83263 0.094
C 9.41841 8.30088 18.19618 0.012
C 12.42445 10.58512 19.82843 -0.033
C 6.84416 13.80692 16.08827 -0.002
H 5.57000 7.37823 7.24073 0.118
C 8.09122 12.08572 21.26852 -0.067
H 7.87001 12.76084 19.27424 0.097
H 9.42680 7.61991 20.22422 0.115
H 4.76672 7.29755 11.57148 0.124
H 7.77829 13.02088 21.69681 0.105
P 11.27318 10.03946 12.84621 0.780
C 7.18497 7.87466 8.51818 -0.083
H 5.48637 15.34036 16.02124 0.092
N 8.61793 7.46885 14.03289 0.128
C 11.77729 12.11802 18.04872 -0.205
H 13.14983 7.57491 14.32211 0.124
O 9.48518 9.23435 16.02110 -0.182
H 9.02172 8.95510 22.21256 0.117
C 7.79543 14.62654 13.63894 -0.003
H 11.52615 16.58842 14.52894 0.096
H 3.92068 7.13860 9.19933 0.103
H 13.44314 12.29520 13.23547 0.074
C 11.90998 11.54265 20.73872 -0.053
C 11.62475 14.65132 15.35094 -0.026
H 6.27823 16.21367 13.78914 0.117
N 8.27207 11.73424 17.15000 0.113
H 13.67082 12.40416 11.45564 0.111
O 11.95316 11.35288 12.17159 -0.337
C 13.31082 16.38528 15.73618 -0.063
C 6.75966 7.59081 10.88655 -0.247
C 8.54308 10.77241 19.30303 -0.097
H 12.72055 10.20895 17.79791 0.099
C 13.32326 11.76718 12.30664 -0.075
C 12.11669 15.94341 15.13794 -0.054
H 11.33883 8.21466 14.41608 0.040
C 11.70504 12.46340 16.59434 -0.267
H 8.66645 6.47270 13.94064 0.113
C 8.83086 9.78525 21.54318 -0.047
S 7.66152 9.83686 13.22704 0.739
C 8.65855 10.57828 17.87578 -0.122
O 12.62810 9.22630 13.20179 -0.326
Co 9.52223 10.68210 14.57531 0.411
N 8.35334 11.82134 15.89515 -0.001
C 8.08558 11.93551 19.92339 -0.061
O 10.70043 9.29983 11.54197 -0.331
C 12.42009 8.46851 14.40386 -0.123
H 9.98382 12.20528 11.69808 0.063
H 10.92258 8.92414 9.56265 0.102
C 6.78569 15.38257 14.29588 -0.040
C 8.42009 10.96676 22.09667 -0.067
H 8.70452 8.07966 10.02959 0.099
H 9.58979 7.30211 17.80636 0.108
C 4.95921 7.35110 9.39007 -0.054
H 9.41917 13.78187 11.81436 0.066
C 7.87238 13.10220 15.47399 -0.180
C 8.29321 13.46250 14.20309 -0.223
H 12.46430 9.38319 10.19472 0.104
H 8.26795 12.45891 11.74535 0.098
C 5.38107 7.48205 10.69296 -0.020

=====

3.
24
Properties=species:S:1:pos:R:3:lowdin_charge:R:1 method="wB97M-V/def2-TZVPD" de_lowest_kcal_mol=106.0 gap_ha=0.3050
C -0.90590 2.11214 -1.83235 -0.134
H -2.97829 -1.02463 0.40170 0.069
C 3.36525 -0.95175 0.21399 -0.082
C -0.01177 -1.66210 -1.13178 0.084
C 2.63764 -1.74592 1.20593 -0.197
C -0.49529 -0.69309 -0.64288 -0.129
H 3.08339 -2.59170 1.72301 0.063
H -3.62149 0.12730 1.81529 0.114
C 2.86157 0.37977 0.22301 -0.183
H 1.90822 -1.19492 1.91649 0.104
H 2.96578 1.01007 -0.62222 0.052
P -1.08362 0.75522 0.26645 0.415
C -3.46003 -0.10984 0.72733 -0.090
H -2.04776 2.06328 -1.95934 0.113
O -0.59043 2.05989 -0.47492 -0.221
H 3.40203 0.75645 1.14266 0.137
H 1.81677 0.43902 0.43783 0.020
H -4.45985 -0.19666 0.20887 0.104
H -0.67282 1.12699 -2.35323 0.090
O -2.66290 0.86188 0.02998 -0.261
H 1.90936 -2.37214 0.72220 0.053
H -0.12738 -2.65204 -1.44272 0.036
O -0.53669 0.59919 1.61199 -0.244
H -0.29576 2.90357 -2.18727 0.084